DFT (wB97M-V/def2-TZVPD) results for a cluster of 2 separate species, C4H11N2O2 in total in a non-equilibrium geometry.

For the HOMO-LUMO gap, the calculation gives 0.3374 Eh. As for the energy: -418.609122 Eh. The HOMO energy is -13.1 eV. As for the total charge: +1. Its energy relative to the best compared isomer or geometry (same formula, charge and spin) is 119.7 kcal/mol.

Positions of all 19 atoms, in Å:
C -0.527 1.985 -0.130
C -1.845 -1.497 0.509
C 2.841 0.044 0.331
C -0.397 0.523 -0.049
N 0.753 -0.111 -0.276
N -1.618 -0.072 0.147
O 0.809 -1.445 -0.409
O 3.416 -0.791 -0.415
H 0.228 2.547 0.384
H -0.362 2.115 -1.206
H -1.463 2.345 0.103
H -1.033 -1.805 1.102
H -2.685 -1.444 1.166
H -2.031 -1.964 -0.467
H 2.983 1.039 -0.099
H 2.247 -0.216 1.267
H 0.487 -1.752 -1.353
H -2.394 0.435 0.037
H 3.543 -1.633 0.088


DFT (wB97M-V/def2-TZVPD) results for an isolated molecule of C4H11N2O2P in a non-equilibrium geometry.

For the HOMO-LUMO gap, the calculation gives 0.3579 Eh. Its SMILES is C=C(C)O[P@](N)(=O)NC. As for the energy: -760.368229 Eh. The HOMO energy is -9.0 eV. As for the total charge: 0. Its energy relative to the best compared isomer or geometry (same formula, charge and spin) is 25.8 kcal/mol.

Positions of all 20 atoms, in Å:
C -1.522 2.611 0.641
C -1.238 1.426 0.107
C -1.864 0.480 -0.949
C 0.773 -2.546 -0.728
N 2.244 0.511 1.285
N 1.088 -1.597 0.340
O 1.457 0.553 -1.224
O -0.469 0.492 0.746
P 1.167 0.034 0.103
H -0.996 2.818 1.482
H -2.181 3.194 0.084
H -1.038 0.309 -1.620
H -2.268 -0.396 -0.451
H -2.695 0.960 -1.564
H -0.257 -2.786 -0.646
H 0.752 -2.149 -1.669
H 1.511 -3.386 -0.472
H 2.541 1.424 1.155
H 2.267 0.052 2.214
H 0.725 -2.002 1.166


DFT (wB97M-V/def2-TZVPD) results for the ion C4H11N2OS with charge -1 in a non-equilibrium geometry.

For the HOMO-LUMO gap, the calculation gives 0.2433 Eh. Its SMILES is NC[C@@H](CS)NC[O-]. As for the energy: -741.940871 Eh. The HOMO energy is -3.3 eV. As for the total charge: -1. Its energy relative to the best compared isomer or geometry (same formula, charge and spin) is 66.5 kcal/mol.

Positions of all 19 atoms, in Å:
C -1.376 0.619 0.349
N -0.961 1.032 1.659
C -0.310 -0.144 -0.521
C -0.233 0.517 -1.901
S 0.979 -0.362 -2.954
N 0.979 -0.233 0.096
C 1.123 -1.294 1.168
O 0.664 -0.905 2.376
H -2.267 -0.006 0.349
H -1.761 1.494 -0.218
H -0.499 0.250 2.141
H -0.262 1.755 1.584
H -0.683 -1.147 -0.617
H -1.170 0.436 -2.450
H 0.012 1.567 -1.787
H 1.727 -0.536 -1.840
H 1.229 0.616 0.589
H 0.586 -2.181 0.796
H 2.224 -1.477 1.181